## one
Computed, not measured: 5 unconnected molecules or ions with the total composition C11H18, with ωB97M-V/def2-TZVPD.

HOMO in eV: -9.05
Net charge: 0
LUMO level in eV: 0.57
Frontier orbital gap in eV: 9.625

Atoms and positions in Å:
C 1.61228 0.23023 -1.24346
C 1.73154 1.38794 -0.47023
C 2.43100 1.15256 0.63887
C 2.80789 -0.20936 1.10016
C 2.65449 -1.29358 0.28901
C 2.04650 -1.03880 -0.90358
C -2.21551 -0.04185 0.03658
C -1.91238 1.34529 -0.59313
C -3.53897 -0.14813 0.55624
C -1.36228 -0.27282 1.36632
C -2.04980 -1.07697 -0.90560
H 1.14357 0.26577 -2.18338
H 1.41372 2.49602 -0.61489
H 2.53664 1.98838 1.23658
H 3.55666 -0.20762 1.92556
H 3.04600 -2.25383 0.52660
H 1.95091 -1.77062 -1.66621
H -2.61578 1.77655 -1.34452
H -1.89374 1.98834 0.32102
H -0.82423 1.45962 -0.95543
H -3.82007 -1.26911 0.73473
H -4.01664 0.55425 1.35139
H -4.27287 -0.03112 -0.26500
H -2.36069 -0.74795 2.44892
H -0.96919 1.13614 1.64917
H -0.24077 -1.43936 1.14513
H -1.16952 -1.20827 -1.51295
H -1.82023 -2.04567 -0.39866
H -2.87219 -0.89852 -1.62514

***

## two
Computed, not measured: 2 unconnected molecules or ions with the total composition C11H18, with ωB97M-V/def2-TZVPD.

Structure (SMILES): Cc1ccccc1.CC(C)C
HOMO in eV: -9.09
Net charge: 0
LUMO level in eV: 0.92
Frontier orbital gap in eV: 10.012

Atoms and positions in Å:
C 0.70767 3.12014 0.19600
C 0.49288 2.20941 -0.98196
C -0.78550 2.07429 -1.45346
C -1.09147 1.15499 -2.52199
C -0.12254 0.26447 -2.97620
C 1.18467 0.39579 -2.39301
C 1.52834 1.35361 -1.48170
H 0.88034 2.58634 1.16298
H -0.04897 3.90683 0.17361
H 1.61691 3.70470 0.05954
H -1.42846 2.84481 -1.09808
H -2.07157 1.22689 -3.00373
H -0.27666 -0.51731 -3.73058
H 1.92526 -0.23563 -2.85567
H 2.55084 1.62810 -1.23867
C -1.67653 -2.34874 0.97024
C -0.32605 -1.60004 1.20220
C -0.54610 -1.02040 2.63541
C 1.05081 -2.34443 1.20261
H -2.35956 -1.88111 1.68373
H -1.55319 -3.36383 1.32105
H -2.16352 -2.26620 0.00721
H -0.23750 -0.87723 0.44798
H -0.92546 -1.65138 3.43539
H 0.46549 -0.74212 3.05493
H -1.07727 -0.12124 2.47131
H 1.03443 -3.38151 1.45955
H 1.60101 -2.32198 0.29162
H 1.65170 -1.79720 1.95966

***

Which of them is least stable? Easy: one.

***

## one
Computed, not measured: a single C4H5NOS molecule, with ωB97M-V/def2-TZVPD.

Structure (SMILES): SNc1ccco1
HOMO in eV: -7.87
Net charge: 0
LUMO level in eV: 0.58
Frontier orbital gap in eV: 8.448

Atoms and positions in Å:
S 0.69543 0.87884 2.74227
N -0.66517 0.59846 1.59961
C -0.35099 0.26476 0.29458
C 0.55341 -0.61874 -0.23750
C 0.42986 -0.45681 -1.67697
C -0.65911 0.39714 -1.85335
O -1.09338 0.94977 -0.73497
H 1.16251 -0.37990 3.12227
H -1.10709 1.47980 1.95895
H 1.23384 -1.11779 0.40727
H 1.09649 -0.73579 -2.48128
H -1.30074 0.75099 -2.64425

***

## two
Computed, not measured: 2 unconnected molecules or ions with the total composition C4H5NOS, with ωB97M-V/def2-TZVPD.

HOMO in eV: -8.50
Net charge: 0
LUMO level in eV: -1.27
Frontier orbital gap in eV: 7.231

Atoms and positions in Å:
C 0.99184 -0.14241 0.11812
C -0.36550 0.30789 -0.30256
C -1.37827 -0.62732 -0.30824
C -0.74385 1.77991 -0.26770
H 1.12723 -2.31655 0.13998
H 2.59729 -1.37280 0.81432
H 1.66606 0.82718 0.39389
H -0.80855 -1.63282 -0.30189
H -1.71062 2.19702 -0.24329
N 1.58312 -1.34466 -0.20103
O 0.02737 2.68866 0.07005
S -2.98612 -0.36411 0.08836

***

Which of them is least stable? Easy: two.

***

## one
Computed, not measured: a single C4H5NOS molecule, with ωB97M-V/def2-TZVPD.

Structure (SMILES): S/N=C1/C=COC1
HOMO in eV: -8.16
Net charge: 0
LUMO level in eV: 0.74
Frontier orbital gap in eV: 8.894

Atoms and positions in Å:
S -1.32528 -1.77714 -0.77934
N 0.05743 -1.39355 0.10533
C 0.23293 -0.16506 0.40566
C 1.45527 0.45807 0.99984
C 1.51767 1.74042 0.56634
O 0.39884 2.22243 0.14394
C -0.49871 1.09477 -0.24244
H -0.83680 -3.05126 -1.12951
H 2.01747 -0.17540 1.60571
H 2.32373 2.36225 0.81919
H -1.38593 1.42066 0.22447
H -0.74971 1.08423 -1.31565

***

## two
Computed, not measured: a single C4H5NOS molecule, with ωB97M-V/def2-TZVPD.

Structure (SMILES): S/N=C1\CC=CO1
HOMO in eV: -8.31
Net charge: 0
LUMO level in eV: 0.90
Frontier orbital gap in eV: 9.209

Atoms and positions in Å:
S -2.85858 0.01974 -0.01383
N -1.57759 -1.07537 0.00093
C -0.39382 -0.57014 0.03583
C 0.06499 0.87737 0.04042
C 1.58340 0.67512 -0.00722
C 1.76286 -0.64777 -0.00966
O 0.64316 -1.42615 0.00805
H -3.79559 -0.95076 0.04479
H -0.23684 1.45974 0.90738
H -0.26091 1.39717 -0.86455
H 2.34464 1.43330 -0.10483
H 2.72429 -1.19226 -0.03730

***

## three
Computed, not measured: a single C4H5NOS molecule, with ωB97M-V/def2-TZVPD.

Structure (SMILES): S/N=C1\CC=CO1
HOMO in eV: -8.67
Net charge: 0
LUMO level in eV: 0.83
Frontier orbital gap in eV: 9.504

Atoms and positions in Å:
S -2.07157 0.51970 -0.92787
N -0.59260 1.19934 -0.15849
C 0.23847 0.33056 0.17234
C 0.22604 -1.15879 -0.12206
C 1.54811 -1.59186 0.49261
C 2.17132 -0.51281 0.91107
O 1.30574 0.62640 0.92759
H -2.56396 1.69384 -1.28061
H -0.04280 -1.33675 -1.19024
H -0.66683 -1.61613 0.43671
H 1.93713 -2.62488 0.37971
H 3.08017 -0.24048 1.46529

***

## four
Computed, not measured: a single C4H5NOS molecule, with ωB97M-V/def2-TZVPD.

HOMO (alpha / beta) in eV: -9.09 / -8.81
Net charge: 0
LUMO level (alpha / beta) in eV: -1.00 / -0.87
Frontier orbital gap (alpha / beta) in eV: 8.097 / 7.936

Atoms and positions in Å:
C 0.88591 0.32152 -1.30286
C 0.27837 0.90918 -0.24018
C 0.67757 -1.13002 -1.55115
C -0.59140 -0.06102 2.23181
N 0.10517 -1.97505 -0.91416
O -2.28507 1.06852 0.57141
S -1.18387 0.08299 0.58077
H 1.52976 0.71533 -2.00646
H 0.28019 2.08693 -0.27771
H 1.34400 -1.44344 -2.47074
H -1.21586 0.26881 2.99660
H 0.17524 -0.84374 2.38266

***

Which of them is least stable? Easy: four.

***

## one
Computed, not measured: a single C4H5NOS molecule, with ωB97M-V/def2-TZVPD.

Structure (SMILES): O=C1NC=CCS1
HOMO in eV: -8.68
Net charge: 0
LUMO level in eV: 0.59
Frontier orbital gap in eV: 9.272

Atoms and positions in Å:
O -2.84983 0.04289 0.26333
C -1.67052 -0.07280 -0.04730
N -0.92325 1.13092 -0.26315
C 0.48562 1.20423 -0.21171
C 1.21320 0.08288 0.03965
C 0.76639 -1.34109 0.20565
S -0.95182 -1.66121 -0.35080
H -1.51363 1.96662 -0.24423
H 0.94379 2.12873 -0.42569
H 2.29809 0.18510 0.17974
H 0.84008 -1.65636 1.25242
H 1.36189 -2.00991 -0.39791

***

## two
Computed, not measured: a single C4H5NOS molecule, with ωB97M-V/def2-TZVPD.

Structure (SMILES): O=C/C=C\C=N\S
HOMO in eV: -8.86
Net charge: 0
LUMO level in eV: -0.19
Frontier orbital gap in eV: 8.673

Atoms and positions in Å:
O 0.21814 2.02187 -0.88458
C 0.98162 2.11914 0.03482
C 0.81555 1.52570 1.39475
C 0.08298 0.43092 1.70513
C -0.60763 -0.45345 0.76186
N 0.08899 -0.97541 -0.18032
S -0.74569 -2.06302 -1.17898
H 1.96329 2.67140 -0.09090
H 1.31063 2.06187 2.18557
H -0.00332 0.14680 2.76178
H -1.65072 -0.65023 0.93757
H 0.30800 -2.30239 -1.97076

***

## three
Computed, not measured: a single C4H5NOS molecule, with ωB97M-V/def2-TZVPD.

HOMO (alpha / beta) in eV: -9.76 / -8.07
Net charge: 0
LUMO level (alpha / beta) in eV: -0.88 / -0.54
Frontier orbital gap (alpha / beta) in eV: 8.878 / 7.524

Atoms and positions in Å:
C -1.19643 1.13960 -0.26193
C -0.06006 -1.45223 -0.21478
C -0.20083 0.86057 0.85715
C 0.53288 -0.20962 0.18124
N -0.91983 0.60698 -1.39207
O -1.07737 -1.96863 0.21294
S 2.18800 0.00805 -0.10186
H -2.06965 1.67883 -0.03217
H 0.54761 -1.96250 -1.00021
H 0.58400 1.71828 1.05700
H -0.50710 0.57230 1.76902
H 2.17877 -0.99164 -1.07434

***

Which of them is least stable? Easy: three.